Formula: C15H15LuN5O5S5
Source: the Open Molecules 2025 dataset
Level of theory: wB97M-V/def2-TZVPD

```
46
C15H15LuN5O5S5 wB97M-V/def2-TZVPD
Lu -0.5169 0.4201 0.3442
O -2.9581 0.6982 -0.4166
C -3.2084 0.3631 -1.7705
C -2.3119 1.2452 -2.6111
N -0.9058 0.9871 -2.3064
C -0.3383 -0.1305 -3.0560
C 0.8076 -0.7053 -2.2130
O 1.9389 -0.8370 -2.6634
O 0.4336 -0.9858 -1.0171
C -0.0983 2.1940 -2.4496
C -0.1922 3.1031 -1.2123
O 0.1675 4.2675 -1.3179
O -0.5787 2.5109 -0.1446
H -3.2257 -0.0557 0.1508
H -4.2587 0.5453 -2.0222
H -2.9961 -0.6990 -1.9450
H -2.5284 2.2847 -2.3574
H -2.5221 1.1082 -3.6816
H 0.0065 0.1643 -4.0544
H -1.0963 -0.9102 -3.1552
H -0.3551 2.7665 -3.3494
H 0.9535 1.9052 -2.5418
S -3.2479 -2.8058 6.7097
C -2.7799 -2.0715 5.2954
S -2.0581 -0.5154 5.2104
C -1.8410 -0.4097 3.4732
C -2.2631 -1.4956 2.7807
S -2.1715 -1.7603 1.0517
S -2.9311 -2.7960 3.7448
S -1.1467 1.0687 2.8658
N 3.9181 0.3760 -0.0145
C 3.8645 1.6721 -0.4799
C 2.6139 2.1220 -0.1911
N 1.9011 1.1261 0.4300
C 2.7114 0.0951 0.5209
C 2.2725 -1.1302 1.1554
N 1.0764 -1.2090 1.6808
C 0.9581 -2.4825 2.1674
C 2.1077 -3.1725 1.9318
N 2.9512 -2.2936 1.2832
H 4.6776 -0.2636 -0.1519
H 4.7018 2.1381 -0.9651
H 2.1790 3.0898 -0.3795
H 0.0499 -2.8158 2.6380
H 2.4016 -4.1812 2.1568
H 3.8377 -2.5250 0.8763
```

- ΔE to the lowest compared entry with this formula, charge and spin: 0.037 eV
- Gap between HOMO and LUMO: 5.908 eV
- Total charge: -1
- Calculated total energy: -4457.42540 a.u.



Formula: C5H6S
Source: the Open Molecules 2025 dataset
Level of theory: wB97M-V/def2-TZVPD

```
12
C5H6S wB97M-V/def2-TZVPD
C -0.1637 -1.9420 -0.0496
C -1.0946 -1.5222 -0.9391
C -0.0287 -0.4990 -0.4006
C -0.4854 0.7591 0.4059
C 0.9702 1.2166 0.5914
S 1.5213 0.2610 -1.1891
H 0.4333 -2.7253 0.3922
H -1.8967 -1.3547 -1.6388
H -0.7744 1.5739 -0.3094
H -1.1521 0.8487 1.2477
H 0.9932 2.3482 0.4033
H 1.6777 1.0357 1.4861
```

- ΔE to the lowest compared entry with this formula, charge and spin: 3.934 eV
- Gap between HOMO and LUMO: 9.076 eV
- SMILES: C1=CC12CCS2
- Total charge: 0
- Calculated total energy: -592.12731 a.u.



Formula: C16H17BrN4S
Source: the Open Molecules 2025 dataset
Level of theory: wB97M-V/def2-TZVPD

```
39
C16H17BrN4S wB97M-V/def2-TZVPD
Br -5.6557 0.4998 0.7116
C -4.0399 0.5077 -0.2962
C -3.9657 1.2808 -1.4447
C -2.7920 1.2728 -2.1772
C -1.7079 0.5189 -1.7651
C -1.7848 -0.2404 -0.5987
C -0.6912 -1.0574 -0.1195
N -0.8408 -2.0879 0.6862
N 0.3371 -2.6526 0.9389
C 1.2322 -1.9584 0.2854
S 2.9461 -1.9779 0.0926
C 2.8156 -0.5509 -0.9182
C 4.0949 -0.0068 -1.4754
N 5.1913 -0.4795 -0.6529
C 5.6871 0.4091 0.3822
C 4.6062 0.8365 1.3862
C 5.0919 2.1874 1.8997
C 5.6095 2.8634 0.6321
C 6.3232 1.7367 -0.1211
C 1.5473 -0.1265 -1.0768
N 0.6449 -0.9250 -0.4137
C -2.9720 -0.2501 0.1361
H -4.8121 1.8696 -1.7618
H -2.7262 1.8580 -3.0822
H -0.8158 0.5007 -2.3715
H 4.0324 1.0893 -1.5373
H 4.2163 -0.3879 -2.4953
H 5.9641 -0.8079 -1.2167
H 6.4485 -0.1710 0.9133
H 4.4743 0.0987 2.1747
H 3.6510 0.9674 0.8785
H 4.3031 2.7574 2.3881
H 5.9091 2.0475 2.6085
H 6.2712 3.7017 0.8449
H 4.7662 3.2380 0.0483
H 6.2178 1.8419 -1.2018
H 7.3893 1.7446 0.1051
H 1.2254 0.7399 -1.6231
H -3.0290 -0.8568 1.0256
```

- ΔE to the lowest compared entry with this formula, charge and spin: 0.000 eV
- Gap between HOMO and LUMO: 8.589 eV
- SMILES: Brc1cccc(-c2nnc3sc(CNC4CCCC4)cn23)c1
- Total charge: 0
- Calculated total energy: -3811.10609 a.u.



Formula: C5H7EuO5
Source: the Open Molecules 2025 dataset
Level of theory: wB97M-V/def2-TZVPD

```
18
C5H7EuO5 wB97M-V/def2-TZVPD
O 1.9490 -1.6468 1.9487
C 1.5588 -2.6233 2.4628
O 1.6215 -3.7355 2.8235
O -1.5005 -0.6989 3.8015
C -1.2231 -1.8352 3.3820
O -2.3465 -2.6543 3.6669
C -2.3995 -3.9857 3.1680
C -3.6703 -4.2749 2.4112
O -3.8434 -3.3253 1.3907
C -4.9979 -3.5389 0.6141
Eu -3.6475 -0.7356 4.7612
H -2.3331 -4.6523 4.0376
H -1.5454 -4.1186 2.4916
H -4.5357 -4.2697 3.0987
H -3.5995 -5.2943 1.9903
H -5.1331 -2.6504 -0.0138
H -4.8845 -4.4629 0.0222
H -5.9078 -3.6440 1.2289
```

- ΔE to the lowest compared entry with this formula, charge and spin: 0.563 eV
- Gap between HOMO and LUMO (spin up / spin down): 5.440 / 7.970 eV
- 2S+1: 9
- Total charge: 0
- Calculated total energy: -1281.14327 a.u.



Formula: C32H37AsN4O7PTl
Source: the Open Molecules 2025 dataset
Level of theory: wB97M-V/def2-TZVPD

```
83
C32H37AsN4O7PTl wB97M-V/def2-TZVPD
Tl 0.5200 -0.2844 -0.2471
C 3.9876 -1.1361 2.1967
O 3.8838 -2.4932 2.6060
C 2.5996 -3.0070 2.6100
C 2.1905 -3.6417 3.7663
C 0.9160 -4.2005 3.8827
C 0.0428 -4.0773 2.8127
C 0.4393 -3.4478 1.6379
C -0.4828 -3.2963 0.4961
N -1.6391 -2.7823 0.6501
N -2.4955 -2.7421 -0.4447
C -2.0745 -2.1488 -1.5368
O -0.9687 -1.5660 -1.7902
C -3.0899 -2.1494 -2.6555
C -2.6872 -1.7443 -3.9235
C -3.5893 -1.7155 -4.9795
C -4.9097 -2.0916 -4.7759
C -5.3204 -2.4952 -3.5096
C -4.4177 -2.5237 -2.4568
C 1.7537 -2.9191 1.4589
O 2.1081 -2.3612 0.3568
H 5.0381 -0.8639 2.3026
H 3.6602 -1.0051 1.1673
H 3.3828 -0.4934 2.8492
H 2.8929 -3.6833 4.5924
H 0.6151 -4.7038 4.7936
H -0.9686 -4.4651 2.8760
H -0.1304 -3.6112 -0.4869
H -1.6576 -1.4372 -4.0545
H -3.2652 -1.3747 -5.9554
H -5.6169 -2.0638 -5.5970
H -6.3529 -2.7830 -3.3434
H -4.7164 -2.8303 -1.4629
O -1.5026 2.1318 -5.7895
C -2.6023 2.1597 -5.0763
O -3.6929 2.4242 -5.5519
C -2.4691 1.8318 -3.6312
C -3.5458 1.6038 -2.8105
N -3.0492 1.3681 -1.5840
N -1.7114 1.4234 -1.5411
C -1.3361 1.6943 -2.7805
C 0.1365 1.7155 -3.1242
O 0.4125 1.8026 -4.3543
O 0.9473 1.6552 -2.1849
H -0.6673 1.9628 -5.1752
H -4.5980 1.5727 -3.0362
H -3.5480 1.0474 -0.7718
C 3.4834 4.9266 0.2570
P 2.4610 3.5975 -0.5610
C 1.1842 3.4804 0.7654
C 1.5155 4.6947 -1.7097
H 2.8741 5.7648 0.6108
H 4.2271 5.3047 -0.4487
H 4.0193 4.4970 1.1066
H 0.7905 4.4681 1.0250
H 1.6075 3.0143 1.6568
H 0.3692 2.8443 0.4138
H 1.4226 5.7072 -1.3073
H 0.5233 4.2674 -1.8531
H 2.0001 4.7327 -2.6862
C -2.0391 1.8983 4.3883
As -0.9755 0.9823 3.0028
C -2.4909 0.5921 1.8182
C -0.7969 -0.8035 3.8496
C -2.0419 -1.3614 4.4549
C -2.3585 -1.1426 5.7958
C -3.5354 -1.6332 6.3445
C -4.4221 -2.3548 5.5564
C -4.1104 -2.5906 4.2228
C -2.9314 -2.1053 3.6751
H -2.9046 1.3025 4.6801
H -2.3769 2.8538 3.9844
H -1.4237 2.0934 5.2676
H -3.3834 0.3326 2.3890
H -2.2368 -0.2425 1.1603
H -2.6796 1.4804 1.2129
H 0.0054 -0.7213 4.5843
H -0.4404 -1.4503 3.0464
H -1.6657 -0.5838 6.4163
H -3.7588 -1.4543 7.3902
H -5.3431 -2.7377 5.9800
H -4.7877 -3.1642 3.6010
H -2.6687 -2.3189 2.6424
```

- ΔE to the lowest compared entry with this formula, charge and spin: 1.082 eV
- Gap between HOMO and LUMO: 6.127 eV
- Total charge: -2
- Calculated total energy: -4737.02811 a.u.



Formula: CH4NO2S
Source: the Open Molecules 2025 dataset
Level of theory: wB97M-V/def2-TZVPD

```
9
CH4NO2S wB97M-V/def2-TZVPD
N -0.1340 0.1119 -1.0886
C 0.0550 0.1118 0.4791
O 0.7286 -1.0038 0.6744
O 0.2657 1.2713 1.1301
S -1.3701 0.7316 1.2931
H -0.0546 -0.9613 -1.1759
H 0.7933 0.4363 -1.5401
H -1.0173 0.5593 -1.4077
H 0.7335 -1.2571 1.6357
```

- ΔE to the lowest compared entry with this formula, charge and spin: 0.000 eV
- Gap between HOMO and LUMO: 9.543 eV
- SMILES: [NH3+][C@@]1(O)OS1
- Total charge: +1
- Calculated total energy: -643.58333 a.u.